Below is a single C4H7NOS molecule in a non-equilibrium geometry, with properties calculated with the ωB97M-V functional and the def2-TZVPD basis.

```
14
Properties=species:S:1:pos:R:3:forces:R:3
C -2.324 1.033 -0.562 2.212 -0.474 1.442
C -1.046 0.814 0.190 -2.436 0.040 1.162
C -0.211 -0.274 -0.450 1.759 1.822 -0.077
C 0.804 -0.724 0.589 1.571 -1.239 0.991
N -3.311 1.162 -1.105 -1.646 0.253 -1.026
O 1.245 1.863 -1.535 1.160 1.147 0.903
S 0.807 0.535 -1.933 -3.811 -0.821 -0.056
H -0.507 0.873 -2.457 1.298 -0.940 -0.119
H -0.564 1.802 0.186 0.323 -0.427 0.413
H -1.401 0.485 1.289 1.046 0.888 -2.317
H -0.871 -1.042 -0.847 0.433 -0.296 -0.159
H 0.215 -1.429 1.228 1.006 -0.061 -0.460
H 1.195 0.012 1.374 -0.818 -0.286 -1.580
H 1.784 -1.179 0.131 -2.096 0.395 0.882
```
Forces are in eV/Å.

Summary:
**Spin multiplicity**: 1
**Total energy**: -684.7124 Eh
**Kohn-Sham gap**: 10.40 eV
**Highest occupied orbital energy**: -9.9 eV
**ΔE to the lowest compared entry with this formula, charge and spin**: 248.7 kJ/mol

Atomic partial charges in e from the Löwdin method, atoms 1 to 6: atom 1 (C): -0.257, atom 2 (C): -0.224, atom 3 (C): -0.519, atom 4 (C): -0.152, atom 5 (N): 0.147, atom 6 (O): -0.592



Below is a single C4H7NOS molecule in a non-equilibrium geometry, with properties calculated with the ωB97M-V functional and the def2-TZVPD basis.

```
14
Properties=species:S:1:pos:R:3:forces:R:3
C 1.221 -0.778 0.498 0.329 -0.001 0.088
C 1.203 0.625 -0.049 -1.075 0.657 0.886
C 0.113 1.405 -0.192 1.724 0.215 -0.559
C -1.764 -0.169 -0.252 0.379 -1.319 0.209
H 0.456 -2.407 -0.322 0.402 0.151 -0.003
H 2.198 -0.980 0.941 0.189 0.098 -0.073
H 0.521 -0.980 1.332 -0.144 0.448 -0.568
H 2.138 1.129 -0.238 0.182 -0.146 0.031
H 0.271 2.476 -0.449 -0.261 -0.919 0.113
H -1.819 1.837 -0.067 -0.905 0.281 0.280
H -1.026 -0.960 -0.536 -0.607 0.965 0.116
N -1.217 1.048 -0.101 0.127 0.135 -0.143
O 1.027 -1.671 -0.589 -0.453 -0.824 -0.187
S -3.323 -0.575 0.024 0.112 0.259 -0.189
```
Forces are in eV/Å.

Summary:
**Spin multiplicity**: 1
**Total energy**: -684.7508 Eh
**Kohn-Sham gap**: 8.78 eV
**Highest occupied orbital energy**: -8.6 eV
**ΔE to the lowest compared entry with this formula, charge and spin**: 147.8 kJ/mol

Atomic partial charges in e from the Löwdin method, atoms 1 to 6: atom 1 (C): -0.270, atom 2 (C): -0.063, atom 3 (C): -0.129, atom 4 (C): -0.734, atom 5 (H): 0.091, atom 6 (H): 0.106



Below is a molecular structure, C4H7NOS in a non-equilibrium geometry, with properties calculated with the ωB97M-V functional and the def2-TZVPD basis.

```
14
Properties=species:S:1:pos:R:3:forces:R:3
C 1.176 -1.002 0.500 1.196 1.000 -2.489
C 0.893 0.641 -0.480 -0.001 -2.236 4.275
C -0.488 0.389 0.176 -0.738 -1.731 -0.755
C -1.715 -0.006 -0.689 2.591 1.479 -2.450
N -0.101 -0.928 0.845 -0.551 1.800 -0.034
O 2.058 -1.800 0.621 -0.688 0.879 0.060
S 1.865 1.929 0.431 -0.457 -0.503 -1.168
H 0.866 0.533 -1.539 0.591 0.296 -0.723
H -0.779 1.152 0.874 0.100 0.184 0.597
H -1.272 -0.585 -1.582 -1.045 -0.013 1.600
H -2.141 0.880 -1.247 -0.150 -0.844 1.252
H -2.306 -0.528 0.038 -1.134 -0.327 -0.572
H -0.705 -1.725 1.000 0.094 -0.001 0.339
H 2.649 1.049 1.053 0.191 0.018 0.067
```
Forces are in eV/Å.

Summary:
**Spin multiplicity**: 1
**Total energy**: -684.7271 Eh
**Kohn-Sham gap**: 9.84 eV
**Highest occupied orbital energy**: -9.2 eV
**ΔE to the lowest compared entry with this formula, charge and spin**: 210.0 kJ/mol

Atomic partial charges in e from the Löwdin method, atoms 1 to 6: atom 1 (C): -0.418, atom 2 (C): -0.424, atom 3 (C): -0.400, atom 4 (C): -0.061, atom 5 (N): 0.092, atom 6 (O): 0.096



Below is a single C4H7NOS molecule in a non-equilibrium geometry, with properties calculated with the ωB97M-V functional and the def2-TZVPD basis.

```
14
Properties=species:S:1:pos:R:3:forces:R:3
C -1.402 1.124 0.233 0.194 8.886 2.328
C -1.442 -0.255 -0.037 0.303 -1.300 -1.260
C 1.098 -0.311 0.093 -0.185 -1.830 -0.699
C 2.018 -1.318 -0.062 0.579 0.642 1.562
H 0.601 1.610 -0.146 -3.592 1.961 -2.022
H -2.370 1.842 -0.005 2.296 -2.630 0.449
H -1.211 1.425 1.421 -0.421 -1.198 -2.856
H -0.081 -1.569 -0.978 -1.177 0.930 1.272
H 1.325 0.796 0.481 0.033 -3.540 -0.391
H 3.059 -1.003 0.278 -1.314 -0.954 -0.759
H 1.787 -2.487 -0.257 0.456 3.272 0.271
N -0.246 -0.746 -0.349 3.433 -0.727 -0.481
O -0.310 1.950 -0.556 0.672 -2.541 2.659
S -2.826 -1.058 -0.116 -1.276 -0.970 -0.073
```
Forces are in eV/Å.

Summary:
**Spin multiplicity**: 1
**Total energy**: -684.6495 Eh
**Kohn-Sham gap**: 8.58 eV
**Highest occupied orbital energy**: -8.6 eV
**ΔE to the lowest compared entry with this formula, charge and spin**: 413.8 kJ/mol

Atomic partial charges in e from the Löwdin method, atoms 1 to 6: atom 1 (C): -0.238, atom 2 (C): -0.978, atom 3 (C): -0.153, atom 4 (C): -0.007, atom 5 (H): 0.040, atom 6 (H): 0.171



Below is 2 unconnected molecules or ions with the total composition C4H7NS in a non-equilibrium geometry, with properties calculated with the ωB97M-V functional and the def2-TZVPD basis.

```
13
Properties=species:S:1:pos:R:3:forces:R:3
C -0.034 -2.357 -0.088 0.164 0.101 0.769
C 0.894 3.211 0.803 0.202 1.399 2.024
C 0.037 2.528 0.042 -0.791 1.607 -0.519
C -1.179 -3.412 -0.290 1.582 4.702 -2.012
N 0.824 -1.592 0.125 -1.887 -2.041 -0.545
S 0.402 1.196 -1.061 1.390 0.268 0.626
H -1.856 -3.375 0.494 -0.942 -0.078 1.714
H 0.645 4.202 1.382 -0.051 -2.149 -1.346
H 1.898 2.864 1.115 -0.555 -0.001 -0.792
H -1.010 2.979 -0.098 1.594 -0.971 0.077
H -0.698 -4.311 -0.428 0.658 -2.181 -0.405
H -1.725 -3.026 -1.191 0.532 -0.813 0.589
H 1.802 1.094 -0.806 -1.896 0.157 -0.181
```
Forces are in eV/Å.

Summary:
**Spin multiplicity**: 1
**Total energy**: -609.4762 Eh
**Kohn-Sham gap**: 8.93 eV
**Highest occupied orbital energy**: -8.2 eV
**ΔE to the lowest compared entry with this formula, charge and spin**: 216.0 kJ/mol

Atomic partial charges in e from the Löwdin method, atoms 1 to 6: atom 1 (C): -0.223, atom 2 (C): -0.141, atom 3 (C): -0.651, atom 4 (C): -0.027, atom 5 (N): 0.073, atom 6 (S): 0.662



Below is a molecular structure, C4H7NS in a non-equilibrium geometry, with properties calculated with the ωB97M-V functional and the def2-TZVPD basis.

```
13
Properties=species:S:1:pos:R:3:forces:R:3
C 2.749 0.436 -0.026 1.779 -1.698 0.014
C -0.979 0.013 -0.570 -2.238 -0.433 3.759
C -1.750 0.946 0.440 2.300 0.444 1.995
C -2.581 -0.220 -0.158 1.021 -0.300 0.856
H 3.379 -0.475 0.344 -1.395 1.188 -0.333
H 3.481 1.184 -0.443 -1.566 -0.042 0.549
H -0.630 0.144 -1.552 -0.635 1.011 -1.307
H -1.711 2.298 0.333 -0.708 -4.696 0.229
H -1.310 0.482 1.705 -1.443 2.066 -4.085
H -3.366 -0.030 -0.930 1.177 -0.019 0.395
H -2.971 -1.094 0.563 1.386 2.121 -1.599
N 1.481 0.448 -0.138 2.219 1.831 -0.804
S 0.508 -0.794 0.177 -1.896 -1.473 0.330
```
Forces are in eV/Å.

Summary:
**Spin multiplicity**: 1
**Total energy**: -609.3532 Eh
**Kohn-Sham gap**: 9.29 eV
**Highest occupied orbital energy**: -8.4 eV
**ΔE to the lowest compared entry with this formula, charge and spin**: 539.1 kJ/mol

Atomic partial charges in e from the Löwdin method, atoms 1 to 6: atom 1 (C): -0.181, atom 2 (C): -0.523, atom 3 (C): -0.255, atom 4 (C): -0.165, atom 5 (H): 0.081, atom 6 (H): 0.070



Below is a single C4H7NS molecule in a non-equilibrium geometry, with properties calculated with the ωB97M-V functional and the def2-TZVPD basis.

```
13
Properties=species:S:1:pos:R:3:forces:R:3
C -2.246 0.396 0.204 -0.846 -1.056 -0.816
C -0.955 -0.363 0.110 -0.897 -1.873 -1.624
C -0.908 -1.668 -0.224 0.179 0.746 0.716
C 0.311 0.325 -0.015 3.273 0.993 0.538
H -2.159 1.082 0.994 -0.433 0.711 1.596
H -2.423 1.036 -0.642 0.142 0.242 -0.824
H -3.186 -0.237 0.242 1.376 0.556 0.417
H -1.808 -2.225 -0.434 -0.059 -0.207 0.241
H 0.079 -2.129 -0.237 -0.384 -0.110 -0.369
H 1.089 2.251 -0.109 -0.692 -0.844 -0.308
H -0.614 2.056 -0.181 -1.719 1.325 0.046
N 0.263 1.656 -0.263 1.389 -0.681 0.357
S 1.873 -0.348 0.110 -1.329 0.200 0.029
```
Forces are in eV/Å.

Summary:
**Spin multiplicity**: 1
**Total energy**: -609.5223 Eh
**Kohn-Sham gap**: 8.18 eV
**Highest occupied orbital energy**: -8.2 eV
**ΔE to the lowest compared entry with this formula, charge and spin**: 95.0 kJ/mol

Atomic partial charges in e from the Löwdin method, atoms 1 to 6: atom 1 (C): -0.067, atom 2 (C): -0.366, atom 3 (C): 0.075, atom 4 (C): -0.803, atom 5 (H): 0.060, atom 6 (H): 0.073



Below is a single C4H7NS molecule in a non-equilibrium geometry, with properties calculated with the ωB97M-V functional and the def2-TZVPD basis.

```
13
Properties=species:S:1:pos:R:3:forces:R:3
C 1.784 -1.294 -1.023 -2.356 -2.550 2.817
C 0.691 -0.030 -0.625 3.025 -3.908 -2.020
C 1.154 1.150 -0.937 2.627 0.348 -1.104
C -0.521 -0.168 0.145 -1.045 -1.240 1.558
H 2.117 -1.695 0.011 -0.683 0.836 -1.093
H 1.222 -2.405 -1.355 1.840 3.535 0.015
H 2.834 -1.026 -1.393 -2.116 -0.111 -0.491
H 2.108 1.002 -1.661 -2.247 1.672 1.984
H 0.716 1.953 -0.302 0.628 0.219 -1.516
H -1.881 -1.524 0.825 -3.680 0.384 3.821
H -1.023 -2.275 -0.202 0.730 1.998 -0.215
N -1.239 -1.325 0.193 3.924 -1.704 -4.317
S -1.004 1.081 1.085 -0.647 0.520 0.560
```
Forces are in eV/Å.

Summary:
**Spin multiplicity**: 1
**Total energy**: -609.4351 Eh
**Kohn-Sham gap**: 8.45 eV
**Highest occupied orbital energy**: -8.4 eV
**ΔE to the lowest compared entry with this formula, charge and spin**: 324.0 kJ/mol

Atomic partial charges in e from the Löwdin method, atoms 1 to 6: atom 1 (C): -0.077, atom 2 (C): -0.379, atom 3 (C): -0.011, atom 4 (C): -0.844, atom 5 (H): 0.058, atom 6 (H): 0.114



Look up the Kohn-Sham gap of the second one. 8.78 eV